1.
C4H8O3 | the ωB97M-V functional and the def2-TZVPD basis

The geometry in XYZ format:
```
15
Properties=species:S:1:pos:R:3
O -2.964 -0.245 0.389
O 1.382 -0.668 0.644
O 0.669 0.208 -1.315
C -0.654 0.633 0.507
C -1.902 0.291 -0.387
C 0.514 -0.029 -0.134
C 2.698 -0.740 0.096
H 3.226 0.171 0.391
H -2.243 1.123 -1.007
H 3.167 -1.615 0.537
H -3.720 0.351 0.365
H -1.592 -0.506 -1.080
H 2.660 -0.800 -0.991
H -0.926 0.583 1.563
H -0.009 1.557 0.450
```

Calculated values
Orbital gap, eV: 11.26
Energy relative to the best compared isomer or geometry (same formula, charge and spin), kcal/mol: 45.86
HOMO level, eV: -10.4
Multiplicity: 1
SMILES: COC(=O)CCO
Max |F|, eV Å⁻¹: 2.12
Lowest unoccupied orbital energy, eV: 0.84

=====

2.
C16H12N4O | the ωB97M-V functional and the def2-TZVPD basis

The geometry in XYZ format:
```
33
Properties=species:S:1:pos:R:3
O -1.985 -1.137 1.440
N 2.585 -1.185 2.139
N 1.578 -2.657 -1.192
N -1.009 3.398 -3.828
N 1.023 5.084 -0.890
C 0.826 3.924 -0.823
C 1.326 1.635 0.242
C -0.519 2.748 -3.004
C -1.436 -2.052 0.507
C 0.208 0.428 -2.265
C -0.304 -1.177 -0.174
C -0.864 -3.062 1.450
C -0.820 -0.348 -1.358
C 0.278 -0.492 1.137
C 0.661 -2.116 -0.758
C 1.576 -0.872 1.620
C -0.663 -2.334 2.642
C 0.701 2.507 -0.875
C -0.814 -0.977 2.213
C 0.270 1.030 1.112
C 0.086 1.936 -2.031
H -1.722 0.208 -1.011
H -0.676 1.387 0.751
H 1.948 0.875 -0.316
H 1.221 0.170 -2.241
H -0.795 -4.129 1.284
H -0.217 0.218 -3.250
H -2.243 -2.350 -0.188
H -1.070 -0.233 3.035
H -1.097 -1.125 -2.017
H -0.375 -2.787 3.612
H 0.360 1.299 2.158
H 1.961 2.184 0.879
```

Calculated values
Orbital gap, eV: 8.87
Energy relative to the best compared isomer or geometry (same formula, charge and spin), kcal/mol: 113.12
HOMO level, eV: -10.1
Multiplicity: 1
SMILES: N#C/C1=C(\C#N)CC[C@]2(C#N)[C@H]3C=C[C@H](O3)[C@]2(C#N)CC1
Max |F|, eV Å⁻¹: 5.85
Lowest unoccupied orbital energy, eV: -1.20

=====

3.
C46H55AlO2SSbSe | the ωB97M-V functional and the def2-TZVPD basis

The geometry in XYZ format:
```
107
Properties=species:S:1:pos:R:3
Sb -0.373 -2.204 -1.290
Se 1.214 2.858 1.183
S -0.682 -0.182 -0.243
Al 1.063 1.194 -0.757
O 0.579 2.432 -1.773
O 2.552 0.335 -0.393
C -2.312 -2.425 -2.138
C -1.556 3.486 -3.351
C -3.826 4.466 2.424
C 0.476 -3.024 -4.048
C 4.489 -1.684 0.885
C -0.520 2.897 -1.118
C 2.483 -2.478 -5.289
C 2.545 -1.998 5.688
C -2.692 3.829 -1.174
C -0.014 -3.478 0.310
C -2.856 3.861 -4.028
C 2.641 0.467 6.088
C 2.136 -0.349 3.729
C -0.506 2.931 0.253
C 0.396 -0.762 5.536
C 1.253 -3.075 -5.256
C 1.823 1.087 1.790
C 3.128 -1.010 2.957
C 0.943 -2.299 -2.956
C -1.620 3.366 -1.871
C -4.802 -2.472 -3.246
C 2.210 -1.733 -2.992
C 0.418 -3.004 1.545
C -3.337 -3.069 -1.455
C 2.968 -1.822 -4.140
C 1.507 0.723 3.091
C -2.468 -1.829 -3.361
C -3.707 -1.928 -3.948
C 2.635 0.225 0.979
C -0.046 -5.754 1.132
C 0.345 -5.285 2.373
C 0.493 -3.900 2.609
C -0.952 2.325 -4.145
C 3.661 -2.838 0.291
C -0.531 4.646 -3.643
C 5.501 -2.251 1.884
C 3.424 -0.754 1.609
C -3.956 4.523 0.895
C -2.728 3.879 0.265
C 5.215 -1.006 -0.272
C -4.151 6.011 0.426
C -5.192 3.860 0.418
C -1.635 3.394 0.940
C -0.260 -4.855 0.093
C -4.601 -3.099 -2.069
C 1.928 -0.693 5.219
H -2.956 5.015 2.738
H 2.429 1.423 5.718
H -5.225 6.275 0.703
H 5.924 -1.392 2.484
H 3.646 -2.113 5.519
H 3.033 -2.429 -6.234
H -5.290 3.859 -0.638
H -0.191 -6.875 1.003
H 6.272 -2.823 1.340
H 2.562 -1.151 -2.112
H -0.388 -3.647 -3.972
H -3.277 4.802 -3.591
H 3.647 -1.800 3.457
H 0.898 -3.713 -6.067
H -0.929 5.601 -3.292
H -3.745 3.397 2.754
H -4.065 6.076 -0.670
H 2.955 -2.448 -0.431
H 2.098 -2.873 5.226
H -4.683 4.942 2.926
H 4.993 -2.936 2.541
H -0.382 4.777 -4.709
H -1.033 2.462 -5.238
H 3.064 -3.316 1.095
H -0.607 -5.232 -0.857
H -3.470 6.693 0.930
H -1.724 3.406 2.045
H -3.837 -1.533 -4.911
H 0.390 4.547 -3.082
H 0.000 -1.620 4.962
H 4.566 -0.626 -1.068
H -1.713 -1.369 -3.979
H -3.531 4.109 -1.767
H 5.931 -0.233 0.074
H 4.342 -3.487 -0.307
H -3.562 2.995 -3.959
H 0.473 -6.014 3.222
H -0.073 0.121 5.137
H 3.676 0.269 6.034
H -5.534 -3.559 -1.573
H 0.737 -3.619 3.615
H 0.129 -0.900 6.598
H 3.895 -1.273 -4.203
H -5.739 -2.494 -3.783
H 0.581 -1.954 1.695
H -3.191 -3.594 -0.488
H -2.587 4.107 -5.058
H -1.526 1.383 -3.954
H 2.460 -2.064 6.816
H 5.912 -1.715 -0.675
H -5.259 2.792 0.763
H -6.147 4.322 0.760
H 0.130 2.152 -3.933
H 2.330 0.329 7.110
H 0.886 1.410 3.631
```

Calculated values
Orbital gap, eV: 8.41
Energy relative to the best compared isomer or geometry (same formula, charge and spin), kcal/mol: 18.88
HOMO level, eV: -10.7
Multiplicity: 1
Total charge: +1
Max |F|, eV Å⁻¹: 3.20
Lowest unoccupied orbital energy, eV: -2.33

=====

4.
CH2ClFP2 | the ωB97M-V functional and the def2-TZVPD basis

The geometry in XYZ format:
```
7
Properties=species:S:1:pos:R:3
Cl -2.026 -0.958 -0.067
P 0.911 -0.668 -0.682
P 0.134 1.350 -0.289
F 2.418 -0.725 0.533
C -0.505 -0.239 0.476
H -0.527 -0.137 1.653
H -0.404 1.378 -1.623
```

Calculated values
Orbital gap, eV: 9.85
Energy relative to the best compared isomer or geometry (same formula, charge and spin), kcal/mol: 22.58
HOMO level, eV: -10.2
Multiplicity: 1
SMILES: FP1#[PH][C@H]1Cl
Max |F|, eV Å⁻¹: 4.32
Lowest unoccupied orbital energy, eV: -0.31

=====

Please write out number 2 again, unchanged.
C16H12N4O | the ωB97M-V functional and the def2-TZVPD basis

The geometry in XYZ format:
```
33
Properties=species:S:1:pos:R:3
O -1.985 -1.137 1.440
N 2.585 -1.185 2.139
N 1.578 -2.657 -1.192
N -1.009 3.398 -3.828
N 1.023 5.084 -0.890
C 0.826 3.924 -0.823
C 1.326 1.635 0.242
C -0.519 2.748 -3.004
C -1.436 -2.052 0.507
C 0.208 0.428 -2.265
C -0.304 -1.177 -0.174
C -0.864 -3.062 1.450
C -0.820 -0.348 -1.358
C 0.278 -0.492 1.137
C 0.661 -2.116 -0.758
C 1.576 -0.872 1.620
C -0.663 -2.334 2.642
C 0.701 2.507 -0.875
C -0.814 -0.977 2.213
C 0.270 1.030 1.112
C 0.086 1.936 -2.031
H -1.722 0.208 -1.011
H -0.676 1.387 0.751
H 1.948 0.875 -0.316
H 1.221 0.170 -2.241
H -0.795 -4.129 1.284
H -0.217 0.218 -3.250
H -2.243 -2.350 -0.188
H -1.070 -0.233 3.035
H -1.097 -1.125 -2.017
H -0.375 -2.787 3.612
H 0.360 1.299 2.158
H 1.961 2.184 0.879
```

Calculated values
Orbital gap, eV: 8.87
Energy relative to the best compared isomer or geometry (same formula, charge and spin), kcal/mol: 113.12
HOMO level, eV: -10.1
Multiplicity: 1
SMILES: N#C/C1=C(\C#N)CC[C@]2(C#N)[C@H]3C=C[C@H](O3)[C@]2(C#N)CC1
Max |F|, eV Å⁻¹: 5.85
Lowest unoccupied orbital energy, eV: -1.20